1.
14
Properties=species:S:1:pos:R:3:forces:R:3:nbo_charge:R:1 method="wB97M-V/def2-TZVPD" de_lowest_ev=0.8485 e_homo_ev=-15.46 e_tot_ha=-834.3555 multiplicity=1 total_charge=+1
C -2.37875 0.04778 0.44514 -0.7 -0.3 1.9 0.7055
O -1.20852 0.32513 0.48943 -0.2 0.4 -0.2 -0.7015
O -3.11713 -0.06901 -0.61240 -1.2 -0.3 0.4 -0.6173
O 0.67296 0.17109 -1.53497 0.9 -0.2 -1.3 -1.0208
O 2.80496 -0.01500 -0.12133 0.4 -0.6 -2.0 -0.9946
O 1.10740 1.34749 0.75362 -1.2 0.4 0.4 -0.9612
O 0.74609 -1.11652 0.74447 -0.5 0.2 -0.1 -0.9607
P 1.26334 0.07575 -0.09169 1.1 0.5 -0.3 2.6483
H -2.97480 -0.21312 1.33309 0.2 0.5 0.1 0.1419
H 1.05585 -1.99807 0.57384 0.4 -0.8 -0.3 0.5457
H -2.55076 -0.26332 -1.32840 1.0 0.1 -2.1 0.4957
H 1.02149 0.27292 -2.50956 -0.3 -0.2 3.1 0.6063
H 3.33018 0.04783 0.67373 0.1 0.1 0.5 0.5540
H 0.22769 1.38705 1.18502 0.1 0.3 -0.2 0.5586

---

2.
9
Properties=species:S:1:pos:R:3:forces:R:3:nbo_charge:R:1 method="wB97M-V/def2-TZVPD" smiles=CO.S de_lowest_ev=0.5728 e_homo_ev=-9.67 e_tot_ha=-515.0885 multiplicity=1
C 1.70897 -0.09016 -0.10888 0.0 1.1 -0.2 -0.2511
O 0.83366 1.01992 0.17623 0.0 -0.4 0.6 -0.7311
H 2.73698 0.27209 -0.20041 0.0 -0.1 0.2 0.1655
H 1.66075 -0.83979 0.67679 -0.1 -0.3 -0.2 0.1707
H 1.42960 -0.43980 -1.10227 -0.1 -0.4 0.2 0.1806
H 0.69118 1.06038 1.13656 0.1 0.0 -0.6 0.4662
S -3.15125 0.11512 0.26493 -0.2 -0.1 -0.1 -0.2815
H -2.07725 -0.34454 -0.35507 0.7 0.1 0.0 0.1430
H -3.83265 -0.75324 -0.48788 -0.4 0.0 0.1 0.1377

---

3.
10
Properties=species:S:1:pos:R:3:forces:R:3:nbo_charge:R:1 method="wB97M-V/def2-TZVPD" de_lowest_ev=2.6176 e_homo_ev="-7.68 / -7.94" e_tot_ha=-1122.4632 multiplicity=1
C -1.76451 1.38210 -0.17566 1.5 -1.3 0.5 -0.6378
P 2.93688 0.17715 -0.25997 1.5 0.4 -1.4 0.0031
P -1.95912 -1.56345 0.17905 0.6 1.1 -0.6 -0.1029
S -2.94076 0.27723 -0.12557 -0.4 -1.2 0.6 0.3333
H -0.76538 1.00553 0.10368 -0.5 0.6 -0.2 0.2212
H -1.89573 2.34412 -0.57856 -0.3 1.0 -0.5 0.2214
H 3.60084 0.04795 0.97376 -0.3 -0.4 0.2 -0.0018
H 3.76794 -0.81278 -0.94528 -0.3 0.8 0.4 0.0045
H 1.92783 -0.73663 -0.18768 -0.9 -0.8 0.7 -0.0056
H -2.90799 -2.12122 1.01622 -0.9 -0.1 0.2 -0.0356

---

4.
10
Properties=species:S:1:pos:R:3:forces:R:3:nbo_charge:R:1 method="wB97M-V/def2-TZVPD" de_lowest_ev=3.0054 e_homo_ev="-7.85 / -7.92" e_tot_ha=-1122.4490 multiplicity=1
C 1.78802 -0.03400 -1.46956 -1.7 -0.6 -2.3 -0.6274
P -1.66541 -0.40602 1.79863 0.1 -2.3 -1.0 -0.0200
P -0.22222 1.44706 0.02471 0.4 0.6 -0.2 0.0169
S 0.34434 0.74265 -1.79080 0.9 -0.1 0.3 0.2592
H 2.24735 -0.01309 -0.55267 1.0 0.4 2.1 0.2008
H 2.01801 -0.85488 -2.12805 0.2 0.0 -0.3 0.2049
H -0.24297 -0.53641 1.83819 -0.3 -0.2 1.1 0.0050
H -1.37269 -1.14868 0.57780 -0.9 0.7 0.1 0.0081
H -2.09038 -1.75292 2.29509 0.7 1.1 0.2 -0.0135
H -0.80406 2.55629 -0.59332 -0.5 0.3 -0.1 -0.0339

---

5.
9
Properties=species:S:1:pos:R:3:forces:R:3:mulliken_spin:R:1 method="wB97M-V/def2-TZVPD" de_lowest_ev=1.4484 e_homo_ev="1.00 / -5.33" e_tot_ha=-837.9995 multiplicity=2 total_charge=-1
S -2.44527 1.50989 -1.66847 -0.6 -0.2 0.5 1.3013
H -3.16080 2.60680 -1.18683 0.3 -0.3 -0.2 -0.2227
H -1.59200 2.26074 -2.34240 0.4 0.4 -0.3 -0.3195
C 1.34636 -0.67517 0.56769 -0.5 0.3 -0.5 0.2834
S 0.91787 -1.55329 2.09251 0.2 0.6 1.0 0.1929
H 0.76279 0.24714 0.61632 -0.2 -0.2 -0.1 -0.0803
H 2.36503 -0.31466 0.41248 0.2 -0.7 0.5 -0.0449
H 1.01428 -1.23624 -0.30145 0.0 0.1 -0.1 -0.1041
H 0.79174 -2.84522 1.81015 0.2 -0.2 -0.7 -0.0059

---

6.
10
Properties=species:S:1:pos:R:3:forces:R:3:nbo_charge:R:1 method="wB97M-V/def2-TZVPD" smiles=CSS.S de_lowest_ev=0.0000 e_homo_ev=-9.27 e_tot_ha=-1236.2434 multiplicity=1
C -1.64299 0.80537 0.30542 -0.1 0.3 0.1 -0.7521
S -1.05205 0.24947 -1.30450 0.3 0.2 -0.1 0.0906
S 0.52288 1.55706 -1.62324 -0.3 -0.3 0.1 -0.1322
H -2.03373 1.82397 0.25127 0.1 -0.1 0.0 0.2235
H -0.85264 0.74702 1.04836 0.0 0.0 0.0 0.2228
H -2.45518 0.14365 0.59652 -0.1 -0.1 0.0 0.2286
H 1.44327 0.85416 -0.94188 0.1 0.1 0.0 0.1196
S 2.17140 -2.32794 1.09567 -0.1 -0.1 0.1 -0.2836
H 2.83982 -1.58670 0.21545 0.2 0.1 -0.1 0.1370
H 1.05923 -2.26606 0.35693 -0.1 0.0 0.0 0.1457

---

7.
11
Properties=species:S:1:pos:R:3:forces:R:3:nbo_charge:R:1 method="wB97M-V/def2-TZVPD" smiles="S=[Si](S)S.C" de_lowest_ev=0.0226 e_homo_ev=-9.38 e_tot_ha=-1525.8105 multiplicity=1
S -2.18515 -3.30679 -1.78240 0.2 1.0 1.1 -0.6136
Si -1.52427 -2.12716 -0.32828 0.3 -0.4 -0.6 1.0454
S -2.28771 -0.20940 0.30411 -0.3 -0.8 -0.6 -0.3730
S 0.29351 -2.46660 0.74066 -0.2 0.0 0.0 -0.4166
H -1.37382 0.15909 1.20041 0.4 -0.3 0.1 0.1657
H 0.71097 -3.62052 0.15502 -0.5 0.4 0.0 0.1920
C 1.32065 2.31636 -0.06131 -2.7 -0.2 -0.3 -0.8435
H 0.55777 1.69299 0.48418 0.8 0.2 -0.7 0.1968
H 1.77407 1.78039 -0.87764 0.3 -0.4 0.0 0.2174
H 1.99811 2.64640 0.67558 1.0 0.6 0.5 0.2139
H 0.71587 3.13524 -0.51032 0.7 -0.2 0.4 0.2153

---

8.
11
Properties=species:S:1:pos:R:3:forces:R:3:mulliken_spin:R:1 method="wB97M-V/def2-TZVPD" de_lowest_ev=0.1869 e_homo_ev="-12.06 / -12.06" e_tot_ha=-1634.1079 multiplicity=2 total_charge=+1
S 1.46380 -2.22736 1.00745 0.3 0.3 0.0 0.0002
S 1.23549 -0.54425 2.24078 -0.1 0.0 0.0 0.0002
H 2.56147 -1.67917 0.45382 -0.1 -0.2 -0.1 0.0000
H -0.08364 -0.71029 2.35722 -0.2 0.0 0.1 -0.0002
C -0.69510 -0.02430 -1.23407 -0.1 -0.1 -0.2 -0.0105
S 0.13935 1.54588 -1.54595 -0.9 0.4 0.9 0.5991
S -0.98947 2.76030 -0.34938 1.1 -0.6 -0.3 0.3580
H -1.65662 0.11168 -1.73372 0.0 -0.3 -0.1 0.0327
H -0.10736 -0.82602 -1.67912 0.0 0.1 -0.1 -0.0017
H -0.86462 -0.25867 -0.18310 0.3 0.3 0.1 0.0150
H -1.00331 1.85222 0.66607 -0.3 0.2 -0.2 0.0072

---

9.
11
Properties=species:S:1:pos:R:3:forces:R:3:nbo_charge:R:1 method="wB97M-V/def2-TZVPD" de_lowest_ev=1.1439 e_homo_ev=-15.05 e_tot_ha=-196.8813 multiplicity=1 total_charge=+1
B -1.18859 -0.49925 0.06646 0.4 -4.4 -0.7 0.7904
C 0.42870 -0.55611 -0.16380 0.6 0.3 0.4 -0.5764
N 1.29327 0.74629 0.00583 -4.0 1.6 0.9 -0.6974
O -1.91850 0.58432 0.11856 2.9 0.9 -0.1 -0.8638
H -1.62274 -1.95446 0.10908 0.8 3.6 -0.1 -0.0545
H 0.80645 -1.28950 0.53758 0.2 0.2 0.7 0.2639
H 0.75887 -1.02868 -1.06859 -0.4 0.0 -0.9 0.2685
H 1.09840 1.44944 -0.74389 -0.8 -0.6 0.7 0.4439
H 0.90828 1.11495 0.93628 1.0 0.0 -1.7 0.4514
H 2.26727 0.86006 0.00869 2.2 -1.3 0.5 0.4422
H -2.83140 0.57293 0.19381 -2.9 -0.3 0.3 0.5317

---

10.
12
Properties=species:S:1:pos:R:3:forces:R:3:nbo_charge:R:1 method="wB97M-V/def2-TZVPD" smiles="[H]/P=[Si](/C)F.P" e_homo_ev=-8.49 e_tot_ha=-1114.3359 multiplicity=1
H 1.27044 -0.13857 -3.96027 0.5 0.0 -0.3 0.0100
P 0.34146 -0.59803 -3.02157 0.0 0.3 1.1 -0.4471
Si 1.44254 0.55972 -1.65950 -0.5 0.6 0.1 1.4690
C 1.23398 1.43671 0.02100 0.0 -3.7 0.2 -1.1192
F 2.82490 1.28370 -2.03773 0.2 -0.2 -0.4 -0.6620
H 0.23972 1.43938 0.42579 -0.5 -0.2 0.2 0.2492
H 1.91735 0.85744 0.72453 -0.7 1.2 -0.7 0.2530
H 1.51302 2.41205 -0.18098 1.0 1.9 -0.1 0.2461
P -2.67600 -1.32262 2.10381 -2.0 1.5 1.9 0.0232
H -3.81805 -2.20382 2.06975 0.6 0.2 0.0 0.0030
H -2.52489 -1.47053 3.57821 -0.3 0.3 -1.3 0.0027
H -1.76447 -2.25543 1.93696 1.7 -2.0 -0.6 -0.0280

---

11.
10
Properties=species:S:1:pos:R:3:forces:R:3:nbo_charge:R:1 method="wB97M-V/def2-TZVPD" de_lowest_ev=1.5720 e_homo_ev=-15.35 e_tot_ha=-151.4932 multiplicity=1 total_charge=+1
N -1.22255 -0.59233 1.61743 -1.3 -1.3 -0.1 -1.1148
H -1.92480 -0.08178 2.14098 0.2 0.9 0.1 0.3819
H -0.61000 -0.94169 2.35792 -0.1 -0.2 -0.2 0.3787
H -1.87578 -1.39633 1.37366 1.6 0.8 0.0 0.3870
H 0.09518 0.37532 0.21027 -0.7 0.6 0.2 0.4667
C 0.61545 0.23554 -1.66356 2.8 1.9 -1.7 0.1782
N 0.89444 0.44116 -0.44023 -2.4 0.1 1.3 -0.6166
H 1.45014 0.00536 -2.35374 -0.4 0.3 0.4 0.2195
H -0.23558 0.73078 -2.15068 -1.1 -1.8 0.6 0.2525
H 1.67153 0.84203 0.06608 1.4 -1.3 -0.6 0.4667

---

12.
11
Properties=species:S:1:pos:R:3:forces:R:3:nbo_charge:R:1 method="wB97M-V/def2-TZVPD" de_lowest_ev=0.3260 e_homo_ev=-2.36 e_tot_ha=-227.0377 multiplicity=1 total_charge=-1
N 1.45699 1.36201 2.37315 0.0 -0.5 0.2 -1.0778
H 0.80884 1.20621 1.60315 -0.1 0.1 -0.2 0.3872
H 0.92943 1.12393 3.21033 -0.1 0.2 0.0 0.3387
H 2.10717 0.58003 2.29160 0.1 0.2 -0.1 0.3455
N -0.53884 0.28591 -1.05855 0.3 0.2 -0.1 -0.9266
C -0.84280 -1.18064 -1.26940 -0.1 -0.2 -0.2 0.1330
O -1.12524 -1.50966 -2.52227 -0.2 0.0 0.1 -0.9516
H -1.35082 0.76567 -1.44698 -0.1 -0.1 0.1 0.3272
H 0.14990 0.45875 -1.79285 0.1 0.1 0.1 0.3292
H -1.64598 -1.37389 -0.51041 -0.1 -0.1 -0.1 0.0450
H 0.05135 -1.71832 -0.87776 0.2 0.1 0.2 0.0503